The following is a DFT calculation (ωB97M-V/def2-TZVPD) of the molecule C4H10O4.

As for the spin multiplicity: 1. Its total energy is -12498.001 eV. The relative energy (zero: lowest compared OMol25 entry of this formula, charge and spin) is 251.3 kJ/mol. For the orbital gap, the calculation gives 10.30 eV. The SMILES is OC[C@@H](O)[C@H](O)CO.

Geometry (Å):
O  -2.11  -1.26  0.23
C  -1.86  -0.10  -0.56
C  -0.57  0.69  -0.26
O  -0.44  1.69  0.80
C  0.59  -0.39  -0.09
O  0.46  -0.75  1.29
C  1.94  0.20  -0.35
O  3.00  -0.68  -0.10
H  -3.03  -1.35  0.54
H  -1.83  -0.41  -1.64
H  -2.68  0.56  -0.76
H  -0.50  1.43  -1.10
H  -0.37  1.20  1.67
H  0.54  -1.11  -0.83
H  -0.58  -0.75  1.38
H  2.05  1.08  0.36
H  2.18  0.52  -1.38
H  3.21  -0.59  0.81